This record from the Open Molecules 2025 dataset describes 2 unconnected molecules or ions with the total composition CH3O3. The level of theory is ωB97M-V/def2-TZVPD.

Structure (XYZ):
```
7
Properties=species:S:1:pos:R:3:nbo_charge:R:1
C -0.63055 0.38470 -0.87469 0.6332
O -1.00319 0.47054 0.32109 -0.7972
H 0.15954 -0.35101 1.34786 0.4954
O 1.05686 -0.72471 1.53244 -1.0294
H 1.32837 -0.54622 0.61361 0.4786
H -1.32998 0.87074 -1.60815 0.0010
O 0.41894 -0.10405 -1.33217 -0.7817
```

Energy relative to the best compared isomer or geometry (same formula, charge and spin), kcal/mol: 0.3
E_HOMO, eV: -4.560
Charge: -1
E_tot, hartree: -265.697291

This record from the Open Molecules 2025 dataset describes 2 unconnected molecules or ions with the total composition CH3O3PS at a distorted geometry. The level of theory is ωB97M-V/def2-TZVPD.

Structure (XYZ):
```
9
Properties=species:S:1:pos:R:3:nbo_charge:R:1
O -1.12580 -0.83116 0.80605 -0.5071
H -0.85353 1.11311 1.61157 0.1408
H 0.67501 -0.98491 -3.08582 -0.0863
S 1.71086 0.76557 -1.00814 1.2669
O 1.31576 1.68649 -0.00538 -0.9052
C -1.31154 0.03715 1.59050 0.2770
P 0.03782 -0.52758 -1.81981 0.6494
O 1.28771 -0.89446 -0.71719 -0.9308
H -1.73629 -0.36420 2.62821 0.0952
```

Energy relative to the best compared isomer or geometry (same formula, charge and spin), kcal/mol: 86.2
E_HOMO, eV: -9.252
E_tot, hartree: -1005.060797

This record from the Open Molecules 2025 dataset describes a single CH3O3PS molecule at a distorted geometry. The level of theory is ωB97M-V/def2-TZVPD.

Structure (XYZ):
```
9
Properties=species:S:1:pos:R:3:nbo_charge:R:1
C -0.50622 -0.19836 0.00276 0.1867
S 0.51317 0.12518 1.57749 -0.1711
P 0.69771 1.32954 -0.09721 0.9535
O -0.58876 -1.49024 -0.32409 -0.7009
H -2.46303 -0.50713 0.12001 0.4749
H 2.88315 0.79238 0.28701 0.4935
O 2.39557 1.25284 -0.38423 -0.9800
O -1.89397 0.26244 -0.03172 -0.7405
H -1.03762 -1.56666 -1.15001 0.4838
```

Energy relative to the best compared isomer or geometry (same formula, charge and spin), kcal/mol: 43.7
E_HOMO, eV: -8.693
E_tot, hartree: -1005.128620